1.
28
Properties=species:S:1:pos:R:3:forces:R:3:mulliken_charge:R:1 method="wB97M-V/def2-TZVPD" e_homo_ev=-19.768 molar_mass_g_mol=343.09 largest_force_ev_per_a=6.33 total_charge=+3
C -1.00481 1.54202 -1.59855 0.001 -1.488 0.426 -1.005
C -1.15918 0.01534 -1.11521 -0.218 -1.164 -2.934 1.015
C -1.49578 -1.05057 -2.21751 1.551 -1.656 5.068 -0.135
C -1.60937 -2.54226 -1.78013 0.614 3.511 0.281 -0.282
C -1.39037 -2.98745 -0.24522 0.866 3.356 2.169 -0.445
C -1.05861 -1.95390 0.89297 -0.859 -0.167 -5.543 -0.649
C -0.94265 -0.45401 0.42658 0.387 -1.532 2.243 0.956
C -0.54806 0.62582 1.56979 -1.072 -0.526 -1.005 -0.881
C 0.95554 1.08981 1.20587 -0.364 -0.618 1.741 0.151
C 1.93164 1.64298 2.35547 -0.887 2.070 -0.832 -0.285
O 3.25675 1.55577 1.69210 -2.115 -2.218 -1.696 -0.231
S 3.17500 0.26006 0.59014 4.550 -2.467 -1.445 1.039
O 3.15924 0.58271 -0.87513 -0.317 -0.071 4.492 -0.480
O 4.14145 -0.77504 1.07151 -3.671 3.344 -1.405 -0.425
O 1.57597 -0.21045 0.87850 0.381 2.173 -0.370 -0.198
H -1.34086 1.66076 -2.69862 0.484 -0.163 1.877 0.305
H 0.12104 1.84133 -1.59014 -1.443 -0.618 0.092 0.305
H -1.55601 2.25157 -0.88768 0.714 -0.948 -0.993 0.407
H -1.61918 -0.67224 -3.31701 3.861 -2.163 3.950 0.056
H -1.84645 -3.33668 -2.57690 0.423 1.063 1.396 0.443
H -1.46008 -4.10376 0.00005 0.058 1.680 -0.434 0.467
H -0.87362 -2.26652 1.97395 -0.311 0.480 -1.657 0.448
H -0.65971 0.14381 2.59852 0.385 0.485 -1.495 0.453
H -1.26047 1.53602 1.54044 1.061 -1.331 -0.125 0.369
H 0.89377 1.87386 0.37483 0.425 -1.422 0.818 0.185
H 1.69125 2.77498 2.39496 0.645 -1.833 0.486 0.336
H 1.95196 1.14916 3.38407 -0.179 0.413 -1.627 0.365
In -3.02839 -0.19311 -4.04763 -4.972 1.810 -3.478 0.716

=====

2.
14
Properties=species:S:1:pos:R:3:forces:R:3:mulliken_charge:R:1 method="wB97M-V/def2-TZVPD" e_homo_ev=-7.783 molar_mass_g_mol=117.18 largest_force_ev_per_a=4.34
N -2.05881 -0.36418 -0.41852 -0.177 -1.032 0.300 -0.617
C -0.78446 -0.12620 0.14554 -0.138 1.202 -3.095 0.710
N -0.23132 -1.10763 0.85135 -0.755 -2.341 3.570 -0.458
C -0.12264 1.00707 -0.26967 -0.463 -0.291 0.804 -0.557
C 1.17825 1.40904 0.25221 0.520 -1.203 -0.473 -0.159
N 2.27984 0.71233 0.31497 -0.754 0.105 -0.173 -0.496
S 2.61877 -0.85333 -0.33465 0.014 0.910 0.367 -0.127
H -2.28464 -1.33938 -0.70701 0.510 1.188 0.480 0.211
H -2.27937 0.28694 -1.16083 0.065 -0.197 0.146 0.219
H 0.52308 -0.75320 1.56694 -2.091 -1.410 -1.771 0.287
H -1.01509 -1.85016 1.17452 2.937 2.367 -0.409 0.259
H -0.79751 1.69497 -0.76932 0.507 0.393 0.020 0.246
H 1.26718 2.42163 0.64626 0.173 -0.033 0.005 0.359
H 1.70672 -1.13791 -1.29179 -0.349 0.341 0.228 0.123

=====

Energy relative to the best compared isomer or geometry (same formula, charge and spin) / kJ/mol: 0.0 212.3